--- P ---
Computed, not measured: one molecule with the formula C3H11NO2Si, with ωB97M-V with the def2-TZVPD basis set.

Each line ends with the Löwdin charge.
Cartesian coordinates (Å):
Si 0.73 0.07 0.06  0.44
O 0.57 0.48 -1.54  -0.14
O -0.70 0.37 0.96  -0.27
N -1.84 -0.38 0.59  -0.10
C 1.01 -1.78 0.16  -0.11
C 2.07 1.30 0.86  -0.12
C -2.58 0.37 -0.53  -0.06
H 2.52 0.74 1.76  0.06
H -1.42 -1.09 0.06  0.02
H 1.39 -2.18 1.07  0.04
H 1.81 2.25 1.25  0.01
H -2.81 1.43 -0.22  0.10
H 0.18 -2.30 -0.12  0.00
H -1.90 0.47 -1.37  0.04
H 2.79 1.27 0.12  -0.02
H 1.72 -2.01 -0.57  0.02
H -3.43 -0.14 -0.78  0.04
H -0.11 1.13 -1.78  0.06

For the HOMO energy, the calculation gives -0.3380 hartree. The structure (SMILES) is CNO[Si](C)(C)O. The frontier orbital gap comes out at 0.364 hartree. For the lowest unoccupied orbital energy, the calculation gives 0.712 eV.

***

--- Q ---
Computed, not measured: one molecule with the formula C3H11NO2Si, with ωB97M-V with the def2-TZVPD basis set.

Each line ends with the Löwdin charge.
Cartesian coordinates (Å):
Si 0.18 0.20 0.48  0.22
O 1.79 0.01 0.36  -0.22
O -0.44 -1.26 0.06  -0.22
N -0.24 0.55 2.11  -0.01
C 2.54 -0.46 -0.73  -0.14
C -1.79 -1.63 0.06  -0.15
C -0.49 1.61 -0.61  -0.13
H 3.56 -0.61 -0.39  0.08
H -2.26 -1.37 1.01  0.08
H -2.33 -1.13 -0.74  0.08
H -1.53 1.82 -0.38  0.03
H -0.44 1.35 -1.66  0.03
H 0.00 -0.14 2.80  0.04
H 0.07 2.52 -0.47  0.03
H 2.53 0.28 -1.54  0.08
H 2.13 -1.40 -1.10  0.08
H -1.84 -2.71 -0.08  0.08
H 0.01 1.46 2.47  0.03

For the HOMO energy, the calculation gives -0.3681 hartree. The structure (SMILES) is CO[Si](C)(N)OC. The frontier orbital gap comes out at 0.401 hartree. For the lowest unoccupied orbital energy, the calculation gives 0.886 eV.

***

Energy ordering: Q at the bottom, the next structure 3.046 eV above.

***

--- P ---
Computed, not measured: a 4-piece molecular cluster, C4H17NO3 overall, with ωB97M-V with the def2-TZVPD basis set.

Each line ends with the Löwdin charge.
Cartesian coordinates (Å):
O -2.53 -0.89 -1.86  -0.06
O 1.23 -2.43 3.40  -0.07
O 0.65 -2.92 0.31  -0.06
N 0.39 -0.24 -1.50  -0.01
C -0.02 1.73 0.15  -0.43
C 0.93 0.63 -0.39  -0.22
C -1.12 2.22 -0.74  -0.09
C 0.80 2.89 0.71  -0.09
H 1.26 -0.12 0.33  0.09
H 0.87 -2.82 2.59  0.00
H -0.69 2.66 -1.65  0.09
H 0.15 3.69 1.03  0.07
H -2.23 -1.32 -2.67  0.05
H -1.92 2.83 -0.34  0.08
H -1.64 1.36 -1.19  0.05
H -3.48 -0.81 -1.95  0.05
H 1.19 -1.49 3.25  0.02
H 1.46 2.52 1.50  0.07
H 1.56 3.33 0.04  0.08
H 1.34 -2.35 -0.07  0.04
H 1.79 1.15 -0.80  0.11
H -0.40 -0.73 -1.09  0.02
H -0.03 -2.63 -0.32  0.03
H 0.00 0.41 -2.17  0.05
H -0.43 1.25 1.04  0.12

For the HOMO energy, the calculation gives -0.3574 hartree. The structure (SMILES) is CC(C)CN.O.O.O. The frontier orbital gap comes out at 0.369 hartree. For the lowest unoccupied orbital energy, the calculation gives 0.314 eV.

***

--- Q ---
Computed, not measured: a 4-piece molecular cluster, C4H17NO3 overall, with ωB97M-V with the def2-TZVPD basis set.

Each line ends with the Löwdin charge.
Cartesian coordinates (Å):
O 0.87 2.62 -2.07  -0.05
O 1.00 -2.89 -0.57  -0.06
O -0.21 -0.58 -2.63  -0.04
N 0.91 0.44 0.36  -0.13
C 2.04 0.89 1.16  -0.14
C -1.56 -0.06 0.47  -0.25
C -2.25 -1.04 1.41  -0.11
C -0.35 0.67 1.09  -0.24
H -2.83 -0.57 2.20  0.07
H -3.01 -1.62 0.88  0.07
H -2.26 0.64 0.02  0.10
H 1.61 3.14 -1.76  0.03
H -1.14 -0.59 -0.40  0.07
H 2.00 0.71 2.24  0.08
H -1.48 -1.75 1.71  0.08
H 2.99 0.73 0.66  0.08
H 0.47 0.09 -2.59  0.02
H -0.55 1.74 1.11  0.11
H -0.23 0.29 2.11  0.11
H 1.98 2.00 1.14  0.08
H -0.74 -0.43 -3.41  0.05
H 1.01 -0.55 0.32  0.07
H 0.46 -3.64 -0.85  0.04
H 0.65 1.91 -1.47  -0.02
H 0.63 -2.17 -1.11  0.00

For the HOMO energy, the calculation gives -0.3491 hartree. The structure (SMILES) is CCCNC.O.O.O. The frontier orbital gap comes out at 0.376 hartree. For the lowest unoccupied orbital energy, the calculation gives 0.728 eV.

***

Energy ordering: Q at the bottom, the next structure 0.069 eV above.

***

--- P ---
Computed, not measured: a 4-piece molecular cluster, C4H17NO3 overall, with ωB97M-V with the def2-TZVPD basis set.

Each line ends with the Löwdin charge.
Cartesian coordinates (Å):
O -0.50 1.90 -1.19  -0.05
O 2.07 0.25 -2.25  -0.03
O -1.00 -1.21 -3.15  0.04
N 0.82 0.61 0.49  -0.19
C -0.87 -1.21 0.99  -0.25
C 1.76 1.42 1.17  -0.18
C 0.18 -0.26 1.62  -0.20
C -2.24 -1.18 1.64  -0.13
H 2.78 1.11 1.21  0.06
H -2.36 -0.70 2.61  0.07
H -0.98 -0.88 -0.23  0.15
H 2.84 0.59 -2.68  0.05
H -0.97 -0.47 -2.71  -0.08
H 0.11 1.34 -1.71  0.00
H 0.96 -0.62 2.37  0.12
H -0.56 -2.20 0.82  0.07
H -1.91 -1.26 -3.09  0.02
H 1.60 -0.40 -2.77  0.04
H 1.38 1.75 2.14  0.08
H 1.76 2.38 0.48  0.12
H 1.21 -0.04 -0.31  0.14
H -0.28 1.73 -0.33  -0.08
H -0.27 0.41 2.35  0.09
H -2.91 -0.83 0.83  0.08
H -2.60 -2.22 1.71  0.07

For the HOMO energy, the calculation gives -0.3201 hartree. The structure (SMILES) is CCCNC.O.O.O. The frontier orbital gap comes out at 0.339 hartree. For the lowest unoccupied orbital energy, the calculation gives 0.518 eV.

***

--- Q ---
Computed, not measured: a 4-piece molecular cluster, C4H17NO3 overall, with ωB97M-V with the def2-TZVPD basis set.

Each line ends with the Löwdin charge.
Cartesian coordinates (Å):
O 0.08 -0.47 2.03  -0.08
O 2.35 -1.65 1.54  -0.04
O 1.97 0.33 -0.16  -0.03
N -0.84 0.60 -1.43  -0.07
C -1.57 -0.69 -1.64  -0.19
C -1.19 1.37 -0.24  -0.29
C -0.29 2.60 -0.06  -0.07
C -1.26 -1.88 -0.55  -0.06
H -1.03 -1.11 -2.56  0.13
H 1.15 0.27 -0.77  0.08
H -2.58 -0.61 -1.62  0.06
H -0.50 3.29 -0.79  0.04
H -0.46 3.05 0.90  0.07
H -1.25 0.83 0.79  0.11
H 2.03 -1.05 0.99  -0.13
H -0.08 -0.18 1.08  -0.01
H 0.77 2.23 -0.13  0.07
H -1.81 -2.73 -0.72  0.02
H 2.61 0.66 -0.65  -0.02
H -0.75 1.11 -2.16  0.02
H 1.60 -2.25 1.73  0.06
H -2.26 1.73 -0.27  0.12
H -0.18 -2.09 -0.82  0.09
H 0.86 0.05 2.15  0.03
H -1.55 -1.50 0.50  0.08

For the HOMO energy, the calculation gives -0.3485 hartree. The structure (SMILES) is CCNCC.O.O.O. The frontier orbital gap comes out at 0.374 hartree. For the lowest unoccupied orbital energy, the calculation gives 0.682 eV.

***

Energy ordering: Q at the bottom, the next structure 0.339 eV above.

***

--- P ---
Computed, not measured: a 2-piece molecular cluster, C11H12NO2 overall, with ωB97M-V with the def2-TZVPD basis set.

Each line ends with the Löwdin charge.
Cartesian coordinates (Å):
O 2.69 -1.59 0.19  -0.15
O 3.79 -0.82 1.99  -0.06
N -0.07 -1.02 -0.58  0.12
C -2.16 -0.64 -1.45  -0.25
C -2.23 2.26 1.10  -0.10
C -1.93 0.39 -0.48  -0.13
C 3.94 0.40 -0.16  -0.04
C -0.67 0.02 0.10  -0.19
C -0.16 0.95 1.03  -0.03
C -1.07 -1.51 -1.42  -0.03
C -0.90 2.00 1.52  -0.11
C -2.62 1.54 -0.03  -0.06
C 3.47 -0.80 0.81  -0.77
C -3.38 -0.78 -2.27  -0.07
H 0.69 0.63 1.60  0.10
H -3.16 -1.09 -3.28  0.06
H 4.05 -0.04 -1.18  0.06
H 3.11 1.09 -0.22  0.04
H 4.87 0.83 0.13  0.03
H 0.81 -1.39 -0.30  0.09
H -0.82 -2.42 -1.95  0.11
H -4.05 0.11 -2.25  0.07
H -3.58 1.73 -0.43  0.08
H -0.36 2.56 2.28  0.09
H -4.05 -1.57 -1.95  0.06
H -2.72 3.21 1.26  0.08

Its net charge is -1. For the HOMO energy, the calculation gives -0.1666 hartree. The frontier orbital gap comes out at 0.283 hartree. For the lowest unoccupied orbital energy, the calculation gives 3.160 eV.

***

--- Q ---
Computed, not measured: a 2-piece molecular cluster, C11H12NO2 overall, with ωB97M-V with the def2-TZVPD basis set.

Each line ends with the Löwdin charge.
Cartesian coordinates (Å):
O 1.50 2.93 0.03  -0.12
O 2.78 4.16 -1.36  -0.10
N 0.48 -0.65 -0.03  0.09
C 3.83 3.18 0.52  -0.07
C 0.09 -3.13 -0.04  -0.04
C -0.28 -1.79 0.02  -0.22
C -2.25 -3.71 0.16  -0.13
C -1.63 -1.39 0.15  -0.15
C 2.58 3.45 -0.35  -0.79
C -2.85 0.93 0.28  -0.06
C -0.90 -4.08 0.03  -0.13
C -0.34 0.45 0.06  -0.03
C -1.64 0.05 0.17  -0.23
C -2.61 -2.38 0.21  -0.05
H 1.14 -3.39 -0.16  0.10
H -3.02 -4.47 0.24  0.09
H -3.66 -2.13 0.31  0.10
H -2.60 1.82 0.86  0.08
H 1.48 -0.59 -0.11  0.16
H 0.01 1.47 0.04  0.10
H -3.62 0.41 0.85  0.07
H 3.58 2.63 1.43  0.05
H 4.55 2.60 -0.06  0.05
H -0.65 -5.13 -0.03  0.09
H 4.28 4.13 0.80  0.05
H -3.23 1.23 -0.69  0.07

Its net charge is -1. For the HOMO energy, the calculation gives -0.1585 hartree. The frontier orbital gap comes out at 0.273 hartree. For the lowest unoccupied orbital energy, the calculation gives 3.127 eV.

***

--- R ---
Computed, not measured: a 2-piece molecular cluster, C11H12NO2 overall, with ωB97M-V with the def2-TZVPD basis set.

Each line ends with the Löwdin charge.
Cartesian coordinates (Å):
O 1.34 -2.74 0.33  -0.11
O 0.25 -4.72 0.20  -0.06
N 1.10 -0.41 -0.64  0.07
C 0.35 0.37 0.20  -0.17
C -1.30 2.37 1.32  -0.11
C 0.21 2.17 -3.10  -0.07
C 0.36 1.28 -1.90  -0.27
C -0.20 1.49 -0.61  -0.14
C 1.10 0.14 -1.89  -0.07
C 0.56 -3.64 0.73  -0.73
C 0.04 0.31 1.57  -0.04
C -1.02 2.45 -0.03  -0.08
C -0.27 -3.29 2.02  -0.05
C -0.89 1.18 2.05  -0.11
H 0.18 -2.84 2.91  0.05
H -1.25 1.20 3.05  0.07
H 1.70 -0.39 -2.63  0.12
H -1.03 -2.67 1.59  0.05
H 1.50 -1.38 -0.38  0.10
H 0.15 3.22 -2.76  0.07
H -1.77 3.31 1.72  0.09
H -1.28 3.26 -0.70  0.09
H 0.51 -0.47 2.13  0.09
H -0.76 -4.25 2.25  0.06
H -0.66 1.90 -3.72  0.07
H 1.09 2.16 -3.73  0.06

Its net charge is -1. For the HOMO energy, the calculation gives -0.1691 hartree. The frontier orbital gap comes out at 0.291 hartree. For the lowest unoccupied orbital energy, the calculation gives 3.329 eV.

***

--- S ---
Computed, not measured: a 2-piece molecular cluster, C11H12NO2 overall, with ωB97M-V with the def2-TZVPD basis set.

Each line ends with the Löwdin charge.
Cartesian coordinates (Å):
O -0.82 -0.14 3.10  -0.09
O -2.68 0.06 4.38  -0.04
N 0.14 0.39 0.84  0.07
C 0.38 1.66 -1.01  -0.24
C -2.82 -1.16 2.34  -0.03
C -2.05 -0.31 3.38  -0.72
C 0.74 -0.41 -0.08  -0.22
C 0.36 2.76 -2.05  -0.07
C 1.74 -0.14 -2.29  -0.07
C 2.07 -1.49 -2.26  -0.12
C 1.26 -1.70 0.02  -0.05
C -0.16 1.61 0.25  -0.05
C 0.97 0.39 -1.25  -0.17
C 1.83 -2.27 -1.07  -0.12
H -3.19 -0.53 1.52  0.06
H -0.84 2.15 0.88  0.12
H -2.11 -1.85 1.89  0.06
H -3.65 -1.69 2.81  0.05
H 2.35 -3.21 -1.18  0.08
H 2.39 -1.94 -3.19  0.08
H 2.13 0.60 -2.99  0.10
H -0.64 3.18 -2.17  0.06
H 0.90 3.65 -1.65  0.07
H 0.88 2.53 -2.97  0.05
H 1.22 -2.22 0.98  0.11
H -0.39 0.09 1.80  0.07

Its net charge is -1. For the HOMO energy, the calculation gives -0.1642 hartree. The frontier orbital gap comes out at 0.288 hartree. For the lowest unoccupied orbital energy, the calculation gives 3.360 eV.

***

Energy ordering: Q at the bottom, the next structure 0.340 eV above.

***

--- P ---
Computed, not measured: a 2-piece molecular cluster, C11H12NO2 overall, with ωB97M-V with the def2-TZVPD basis set.

Each line ends with the Löwdin charge.
Cartesian coordinates (Å):
O 2.70 -1.60 -3.52  -0.04
O 1.23 -0.06 -2.96  -0.13
N -0.65 0.25 -1.16  0.07
C 0.05 1.33 2.73  -0.14
C -1.64 -0.68 -0.99  -0.06
C -1.12 -0.02 1.07  -0.16
C -2.06 -0.80 0.36  -0.24
C 3.25 -0.35 -1.57  -0.04
C -0.89 0.38 2.41  -0.06
C 2.30 -0.77 -2.71  -0.70
C 0.94 1.87 1.78  -0.10
C -0.26 0.58 0.11  -0.24
C 0.84 1.38 0.47  -0.02
C -3.40 -1.29 0.72  -0.09
H -2.05 -1.15 -1.86  0.11
H 0.11 1.62 3.75  0.07
H -4.09 -1.46 -0.12  0.07
H 4.20 -0.80 -1.87  0.05
H 1.45 1.68 -0.38  0.10
H 1.52 2.80 1.92  0.09
H -1.51 -0.06 3.18  0.10
H 0.11 -0.04 -1.98  0.12
H -3.48 -2.15 1.38  0.06
H 2.89 -0.83 -0.64  0.08
H 3.45 0.70 -1.44  0.05
H -3.89 -0.51 1.31  0.07

Its net charge is -1. For the HOMO energy, the calculation gives -0.1595 hartree. The frontier orbital gap comes out at 0.283 hartree. For the lowest unoccupied orbital energy, the calculation gives 3.372 eV.

***

--- Q ---
Computed, not measured: C11H12NO2 as an isolated structure, with ωB97M-V with the def2-TZVPD basis set.

Each line ends with the Löwdin charge.
Cartesian coordinates (Å):
O -0.80 3.12 -1.29  -0.04
O -1.84 1.06 -1.46  -0.02
N -0.83 -0.28 0.33  0.00
C 1.29 1.00 0.71  -0.04
C 2.33 -1.71 0.89  -0.09
C -1.61 2.28 -1.67  -0.70
C -0.22 -2.38 0.85  -0.27
C 2.62 0.64 0.66  -0.15
C -2.71 3.00 -2.55  -0.04
C -0.27 -3.70 1.51  -0.08
C 3.21 -0.64 0.84  -0.12
C -1.26 -1.53 0.45  -0.11
C 0.49 -0.14 0.80  -0.20
C 0.96 -1.51 0.92  -0.17
H -2.35 3.18 -3.54  0.04
H 4.26 -0.88 0.72  0.08
H 0.31 -4.41 0.67  0.12
H 0.84 2.09 0.39  0.15
H -1.30 0.67 -0.35  0.11
H -2.85 3.94 -1.87  0.09
H 3.15 1.55 0.43  0.08
H -2.35 -1.57 0.26  0.12
H 0.50 -3.60 2.34  0.09
H 2.63 -2.80 0.93  0.12
H -1.20 -3.95 1.62  -0.01
H -3.64 2.47 -2.35  0.04

Its net charge is -1. For the HOMO energy, the calculation gives -0.1324 hartree. The frontier orbital gap comes out at 0.264 hartree. For the lowest unoccupied orbital energy, the calculation gives 3.581 eV.

***

--- R ---
Computed, not measured: a 2-piece molecular cluster, C11H12NO2 overall, with ωB97M-V with the def2-TZVPD basis set.

Each line ends with the Löwdin charge.
Cartesian coordinates (Å):
O 2.20 0.10 -2.08  -0.09
O 3.97 -0.70 -0.94  -0.09
N -0.20 0.91 -1.36  0.05
C 2.12 -2.13 -1.05  -0.03
C 1.32 1.30 0.67  0.02
C -1.14 0.35 0.60  -0.13
C 0.02 0.76 2.71  -0.18
C -1.44 0.42 -1.58  -0.08
C -3.49 -0.14 -0.26  -0.11
C 1.24 1.31 2.15  -0.08
C -2.12 0.02 -0.43  -0.27
C -1.03 0.27 2.04  -0.10
C 0.12 0.75 0.02  -0.18
C 2.81 -0.71 -1.40  -0.78
H -4.14 0.77 -0.52  0.11
H 0.02 0.79 3.85  0.10
H -1.81 0.74 -2.48  0.10
H -3.84 -0.48 0.67  0.05
H -3.90 -0.91 -0.88  0.07
H 1.53 -2.06 -0.11  0.06
H 2.95 -2.81 -0.82  0.05
H 1.59 -2.29 -1.96  0.03
H 0.72 0.95 -2.00  0.16
H 2.16 1.69 0.00  0.12
H -1.76 -0.52 2.39  0.12
H 2.10 1.62 2.78  0.09

Its net charge is -1. For the HOMO energy, the calculation gives -0.1551 hartree. The frontier orbital gap comes out at 0.277 hartree. For the lowest unoccupied orbital energy, the calculation gives 3.309 eV.

***

Energy ordering: P at the bottom, the next structure 1.844 eV above.